Record 1
The following is a DFT calculation (wB97M-V/def2-TZVPD) of 3 unconnected molecules or ions with the total composition C16H40N2O11P3 at a distorted geometry.

Geometry as XYZ:
```
72
Properties=species:S:1:pos:R:3:forces:R:3:mulliken_charge:R:1
P -8.633 -1.166 0.147 -0.37 -0.97 1.44 0.03
P 0.602 -0.041 -3.833 -5.23 -7.26 -1.64 1.04
P 4.827 0.747 3.887 -6.88 -6.41 -1.23 1.01
O 0.538 -0.225 -2.135 1.21 2.68 -1.45 -0.25
O 0.682 0.252 -5.334 2.13 2.93 2.31 -0.77
O 3.972 1.947 3.021 3.23 0.59 0.73 -0.28
O 1.132 -1.620 -3.912 1.12 0.80 0.26 -0.36
O 4.489 -0.216 2.583 0.97 1.37 -0.28 -0.32
O 5.618 -0.298 4.679 2.47 3.69 -0.27 -0.76
O -9.446 -2.580 -0.492 0.19 2.35 -0.91 -0.54
O 3.402 0.501 4.716 0.54 1.09 0.74 -0.34
O -7.931 1.899 -1.512 1.89 -2.26 1.20 -0.65
O -5.958 2.701 -0.689 -2.45 -5.30 -0.33 -0.79
O -1.022 -0.337 -3.772 0.83 1.17 0.76 -0.35
N -9.838 0.124 -0.027 0.86 -1.66 -1.78 -0.55
N -7.287 -0.932 -0.970 -0.78 0.14 0.39 -0.46
C -3.865 -0.763 -0.401 0.16 -0.30 -0.69 -0.96
C -1.910 0.264 -4.707 -0.42 0.01 -0.38 -0.23
C 3.600 3.156 3.658 -0.29 0.54 0.18 -0.05
C 3.386 0.360 6.131 -0.30 -0.15 0.42 -0.24
C -2.227 -0.715 -5.822 0.09 -0.22 -0.09 -1.12
C -6.347 0.147 -0.529 1.06 0.89 -1.04 0.23
C 1.733 -0.328 -1.384 0.40 -0.09 0.45 -0.08
C -6.827 1.632 -0.936 0.82 5.57 -0.18 0.29
C 3.512 -2.079 -3.942 0.04 0.00 0.18 -1.06
C 3.020 1.668 6.806 -0.07 0.15 -0.08 -1.10
C 2.618 0.890 -1.533 -0.04 0.18 0.09 -1.05
C 5.378 -1.257 2.201 0.09 -0.47 -0.01 -0.33
C 4.886 -2.585 2.746 -0.17 -0.10 0.14 -1.09
C 2.225 -1.990 -4.741 0.21 -0.36 -0.18 -0.26
C 4.794 3.932 4.171 0.14 0.08 -0.16 -1.14
C -4.965 -0.098 -1.364 0.11 -0.02 0.68 -0.63
H -10.733 -0.278 0.302 0.65 0.22 -0.10 0.30
H -2.866 -0.252 -6.576 -0.01 -0.01 0.05 0.40
H -2.831 0.513 -4.173 0.15 -0.07 0.15 0.32
H -5.189 -0.815 -2.223 0.14 0.92 1.09 0.32
H 5.471 4.181 3.349 -0.09 0.01 0.06 0.32
H 3.778 2.432 6.611 0.02 -0.03 0.08 0.21
H 3.787 -1.101 -3.539 0.04 -0.02 -0.06 0.21
H -4.386 -1.327 0.445 0.79 0.78 -1.02 0.36
H 3.075 3.760 2.912 0.11 -0.23 -0.12 0.34
H -1.504 1.201 -5.095 0.05 -0.17 -0.04 0.34
H 5.368 3.345 4.896 -0.08 -0.01 0.11 0.33
H 4.753 -2.553 3.830 0.18 0.09 -0.09 0.25
H 3.398 -2.764 -3.098 0.01 -0.01 -0.07 0.25
H 3.527 0.778 -0.938 -0.02 0.04 -0.05 0.28
H -1.319 -1.080 -6.311 0.00 0.21 0.03 0.27
H 2.264 -1.246 -1.646 -0.01 0.01 -0.20 0.10
H -9.907 0.281 -1.055 -0.07 0.62 0.81 0.25
H 2.629 -0.392 6.369 0.02 0.01 -0.14 0.31
H 2.067 2.047 6.429 0.02 -0.06 0.06 0.27
H 2.090 1.789 -1.201 0.05 -0.10 0.01 0.33
H 5.586 -3.388 2.505 -0.02 0.03 -0.02 0.39
H 2.903 1.052 -2.579 0.07 -0.10 -0.04 0.35
H -4.592 0.896 -1.813 -0.67 -1.57 0.94 0.27
H 4.471 4.858 4.651 0.06 -0.06 0.02 0.36
H -3.148 0.016 0.020 -1.08 -1.01 -0.39 0.22
H 2.364 -1.308 -5.582 -0.24 0.09 0.07 0.31
H 6.401 -1.044 2.520 -0.13 -0.07 0.10 0.35
H 1.442 -0.434 -0.335 -0.22 0.07 -0.15 0.35
H -3.235 -1.530 -0.987 -0.82 1.16 0.89 0.22
H -6.145 0.030 0.600 -0.18 0.65 -1.56 0.46
H 2.936 1.537 7.887 0.02 -0.01 -0.05 0.40
H -2.739 -1.594 -5.421 -0.05 0.13 0.02 0.27
H 1.992 -2.973 -5.159 -0.11 0.05 0.06 0.32
H -9.972 -2.210 -1.249 0.58 -0.81 0.64 0.32
H 4.333 -2.435 -4.569 -0.04 0.03 0.00 0.41
H 4.335 -0.002 6.528 0.03 -0.05 -0.25 0.30
H 5.388 -1.297 1.108 -0.10 0.15 0.03 0.37
H 2.878 2.957 4.451 0.11 -0.16 0.05 0.14
H -6.736 -1.813 -0.891 -0.80 0.61 -0.10 0.32
H 3.910 -2.832 2.319 0.10 0.02 -0.06 0.28
```
Positions in Å, forces in eV/Å.

Computed properties:
HOMO = -3.80 eV
LUMO level = -0.51 eV
Gap between HOMO and LUMO = 3.29 eV
Total charge = -1
E_tot = -70609.2919 eV

***

Record 2
The following is a DFT calculation (wB97M-V/def2-TZVPD) of 3 unconnected molecules or ions with the total composition C16H40NO3P2 at a distorted geometry.

Geometry as XYZ:
```
62
Properties=species:S:1:pos:R:3:forces:R:3:mulliken_charge:R:1
P 4.162 -1.119 0.665 -0.03 0.69 0.11 0.95
P 2.811 -1.427 -1.009 0.03 -0.97 -0.47 -0.27
O 3.478 -1.326 1.940 -0.13 -0.15 0.27 -0.61
O 5.376 -2.129 0.450 -0.22 0.07 -0.20 -0.47
O 4.805 0.327 0.452 0.11 -0.23 -0.11 -0.48
N -0.645 -1.163 1.211 -0.30 0.49 -0.60 -0.02
C -0.990 -0.479 -4.129 -0.04 0.03 -0.03 0.13
C -2.460 -2.181 -5.385 -0.08 0.04 0.00 -0.61
C -1.876 -1.725 -4.049 0.05 -0.03 0.06 -0.58
C 1.178 -1.697 -4.674 -0.09 0.09 -0.07 -0.86
C -0.763 0.119 0.386 0.38 0.21 -1.13 -0.54
C -2.284 2.949 6.068 0.06 0.03 -0.02 -1.20
C -1.391 3.464 4.943 -0.07 0.00 0.05 -0.64
C 0.576 1.081 4.558 0.00 -0.07 -0.12 -0.59
C 0.674 0.365 -0.115 -0.61 -0.49 0.47 -0.47
C -0.840 1.149 3.978 0.04 -0.01 0.25 1.21
C 1.652 1.688 3.664 -0.06 0.03 0.15 -0.77
C -3.371 -1.145 -6.035 0.05 -0.05 -0.02 -1.21
C 0.786 -1.672 1.031 -0.39 0.12 0.55 -0.94
C -1.375 2.556 3.715 0.02 0.01 -0.12 -0.90
C 1.131 -1.086 -0.327 -0.11 0.48 0.34 0.31
C 0.206 -0.592 -5.074 0.04 -0.02 0.09 -0.58
H -2.394 2.476 3.321 -0.01 0.01 0.02 0.47
H 1.525 -1.528 -3.650 0.07 -0.09 0.03 -0.02
H 0.825 0.033 4.748 0.00 0.02 0.05 0.43
H 1.222 0.821 0.706 0.43 0.23 -0.29 0.08
H -2.292 3.648 6.903 -0.02 -0.01 0.01 0.39
H -3.027 -3.099 -5.217 0.02 -0.01 -0.01 0.39
H 0.715 -2.683 -4.713 0.01 0.00 0.01 0.27
H -0.784 3.034 2.927 0.02 -0.01 0.01 0.40
H 1.683 1.178 2.701 0.06 -0.01 -0.10 -0.10
H -1.942 1.987 6.452 -0.01 0.00 0.01 0.28
H 0.733 0.366 -5.075 0.00 0.00 -0.04 0.39
H -3.789 -1.528 -6.965 -0.02 0.01 0.00 0.39
H -0.883 -0.939 2.178 0.12 -0.33 0.10 0.34
H -1.518 0.618 4.651 -0.02 0.01 -0.02 0.53
H -0.132 -0.751 -6.099 -0.05 0.01 0.01 0.29
H -1.595 0.383 -4.423 -0.01 -0.01 0.01 0.44
H 1.488 2.751 3.486 -0.03 0.00 -0.02 0.33
H -1.241 0.930 0.926 0.15 -0.14 0.34 0.38
H -1.307 -2.552 -3.611 0.01 0.01 -0.01 0.29
H 5.568 -2.264 -0.487 0.26 -0.18 0.00 0.34
H -2.835 -0.225 -6.274 -0.01 0.01 0.00 0.29
H -0.374 3.607 5.317 0.01 0.00 -0.03 0.25
H 2.049 -1.716 -5.328 0.02 0.00 0.04 0.42
H 0.594 1.574 5.532 -0.06 -0.01 0.03 0.36
H 2.636 1.577 4.117 0.01 -0.01 -0.03 0.40
H 1.348 -1.208 1.836 0.25 -0.07 -0.09 0.41
H -1.654 -2.446 -6.075 0.02 -0.01 0.02 0.26
H 0.704 0.955 -1.026 -0.04 0.17 0.10 0.53
H -0.869 0.597 3.027 0.07 0.10 0.05 -1.61
H -1.368 -0.091 -0.497 -0.22 -0.20 0.22 0.25
H 0.422 -1.536 -1.035 0.28 -0.07 -0.28 0.11
H 3.003 -0.308 -1.837 0.01 0.26 0.30 0.12
H -4.203 -0.889 -5.376 0.00 0.02 0.00 0.29
H -3.314 2.830 5.724 0.00 -0.02 0.00 0.30
H 5.737 0.335 0.709 0.08 0.23 0.05 0.34
H 0.816 -2.749 1.169 -0.08 -0.03 -0.21 0.34
H -2.699 -1.522 -3.355 -0.02 0.00 -0.02 0.44
H -1.325 -1.821 0.837 0.00 -0.17 0.28 0.39
H -0.618 -0.252 -3.119 0.03 0.02 -0.01 -0.47
H -1.740 4.451 4.632 0.02 0.01 0.00 0.41
```
Positions in Å, forces in eV/Å.

Computed properties:
HOMO = -12.57 eV
LUMO level = -2.86 eV
Gap between HOMO and LUMO = 9.72 eV
Total charge = +1
E_tot = -43447.4754 eV

***

Record 3
The following is a DFT calculation (wB97M-V/def2-TZVPD) of a molecular structure, C16H42BF4N2O6 at a distorted geometry.

Geometry as XYZ:
```
71
Properties=species:S:1:pos:R:3:forces:R:3:mulliken_charge:R:1
F 1.125 0.449 -0.233 1.71 0.55 -0.10 -0.26
F -0.933 1.269 0.068 -1.12 1.76 0.65 -0.40
F -0.666 -0.488 -1.271 0.08 -0.13 0.23 -0.30
F -0.338 -0.727 0.972 -0.52 -0.75 0.91 -0.02
O 1.660 3.361 0.432 4.71 5.39 3.27 -0.50
O 0.612 -0.477 3.490 -1.38 0.64 -3.84 -0.78
O 3.344 -0.937 2.783 1.02 1.03 0.40 -0.57
O -1.142 -3.367 1.474 0.95 3.46 -3.31 -0.61
O -3.557 -0.926 -0.755 -0.50 0.29 -0.17 -0.54
O -1.048 1.423 -3.528 -1.01 0.94 1.71 -0.62
N 4.936 -0.495 -2.173 -1.58 2.25 -0.22 -0.49
N -2.505 -2.975 -6.112 3.24 2.17 6.89 -0.48
C 1.611 1.444 4.515 -1.43 -0.64 2.07 -1.17
C -1.590 -2.215 -3.613 -2.09 -3.20 -3.20 -0.50
C 4.325 -2.377 1.248 5.01 0.20 0.07 -1.14
C 3.160 -1.949 1.918 -5.00 -4.49 0.70 0.55
C 0.778 0.950 3.302 6.28 -3.08 3.75 -1.28
C -0.564 -4.282 0.545 0.43 -1.83 7.50 -0.51
C -2.033 -2.635 -5.029 -3.24 -1.34 -4.78 0.11
C 4.174 0.392 -2.246 0.72 -2.01 0.41 0.43
C -2.706 2.554 -4.690 1.53 3.39 4.46 -2.38
C 0.947 4.062 1.437 5.00 -2.44 2.87 -0.19
C -4.265 -0.386 0.380 3.89 2.49 -1.19 -0.41
C -4.845 0.986 0.050 1.70 0.41 0.47 -0.64
C -0.234 -5.570 1.364 -3.47 -2.68 -1.85 -1.31
C -2.444 1.846 -3.435 2.18 3.52 -0.82 0.39
C 3.110 1.409 -2.353 1.07 0.13 -2.53 -0.01
C 1.925 4.889 2.330 -2.98 0.19 0.92 -1.29
B -0.183 0.160 -0.083 -0.28 -1.25 -1.94 0.45
H 2.468 -1.739 1.014 0.08 -0.04 1.86 -0.08
H -0.993 -2.403 1.000 -0.70 -3.32 2.00 0.34
H -1.470 -3.107 -3.081 1.00 -2.03 0.44 0.38
H 4.457 -1.506 0.575 1.21 -0.86 -0.22 0.23
H 5.268 -2.523 1.974 -1.93 0.51 -1.53 0.25
H 1.401 1.327 2.535 1.22 -0.88 -1.86 0.35
H 1.310 5.384 3.273 1.46 -1.15 -2.56 0.22
H -2.952 0.968 -3.525 -2.20 -2.26 1.11 0.20
H -5.559 0.831 -0.774 -0.46 0.39 0.80 0.31
H -2.797 -0.410 -0.469 1.17 -0.69 -1.98 0.20
H -0.952 1.283 -2.578 1.23 -0.74 0.00 0.18
H 2.183 1.000 -2.728 0.05 -0.66 -0.87 0.07
H -4.740 -1.077 0.901 -3.61 -3.12 1.53 0.61
H 0.010 1.478 3.108 -6.53 3.10 -0.45 1.35
H 1.259 1.083 5.572 0.37 0.47 -2.06 0.24
H -3.630 2.691 -4.961 -6.69 0.75 0.38 0.73
H 4.209 -3.321 0.730 -0.18 0.11 -0.35 0.32
H 2.564 4.128 2.738 1.24 0.46 0.04 0.31
H 1.696 2.507 4.584 -0.61 1.07 -0.12 0.35
H 2.687 -3.063 2.527 0.76 3.14 -1.42 -0.01
H 0.290 -6.373 0.729 -0.03 1.47 1.17 0.33
H 1.152 2.755 0.094 -4.52 -5.49 -2.91 0.19
H -2.444 3.562 -4.860 1.60 1.23 0.53 0.45
H 2.484 -0.585 2.981 -0.90 0.17 0.53 0.41
H 0.416 4.740 1.026 -4.71 4.14 -2.82 0.66
H 0.087 -5.385 2.350 1.28 0.31 0.83 0.37
H -2.674 2.665 -2.623 0.49 -2.35 -0.75 0.16
H -1.030 -4.600 -0.236 -4.70 -1.43 -4.60 0.61
H -0.707 -1.753 -3.679 3.03 2.30 0.11 0.31
H 0.304 -4.130 0.099 4.61 2.56 -1.25 0.51
H 2.204 5.644 1.607 1.39 0.35 0.67 0.43
H -2.318 -1.890 -2.963 -1.98 2.22 0.63 0.19
H -2.629 2.128 -5.525 2.92 -4.59 -6.61 0.74
H 0.516 3.446 2.156 -1.64 -1.48 0.52 0.10
H -5.176 1.473 1.073 0.29 -0.52 -2.52 0.30
H -3.362 -0.394 1.009 -0.61 1.43 1.28 -0.04
H -1.240 -6.174 1.585 1.59 1.37 -0.47 0.26
H 2.649 1.210 4.439 0.71 -0.97 -0.26 0.31
H 2.707 1.733 -1.450 0.40 1.07 1.95 -0.20
H 0.159 -0.765 2.571 1.42 0.52 2.98 0.49
H 3.473 2.213 -3.075 -0.66 -0.79 1.27 0.31
H -3.963 1.552 -0.511 -1.78 -0.71 1.66 0.01
```
Positions in Å, forces in eV/Å.

Computed properties:
HOMO = -6.73 eV
ΔE to the lowest compared entry with this formula, charge and spin = 3.3754 eV
LUMO level = 2.63 eV
Gap between HOMO and LUMO = 9.36 eV
Total charge = -1
E_tot = -44082.0946 eV